Entry from the OMol25 dataset: 10 unconnected molecules or ions with the total composition C27H46ClO31 in a non-equilibrium geometry (ωB97M-V/def2-TZVPD).

```
! wB97M-V def2-TZVPD RIJCOSX def2/J DEFGRID3
* xyz -1 1
Cl 17.58 20.25 -16.29
O 18.80 20.19 -15.51
O 17.81 19.48 -17.50
O 16.48 19.72 -15.55
O 17.30 21.54 -16.80
C 19.91 16.61 -16.50
C 18.97 15.86 -17.50
O 18.88 14.54 -16.96
C 19.16 14.58 -15.68
O 19.01 13.67 -14.86
O 19.70 15.86 -15.38
H 19.61 17.64 -16.28
H 20.95 16.50 -16.80
H 19.34 15.87 -18.52
H 17.97 16.28 -17.42
C 20.51 21.79 -18.31
C 20.88 20.38 -18.68
O 22.12 20.51 -19.25
C 22.39 21.78 -19.49
O 23.34 22.12 -20.26
O 21.46 22.62 -19.01
H 20.57 22.05 -17.25
H 19.48 22.05 -18.57
H 20.22 19.91 -19.41
H 20.92 19.72 -17.82
C 21.71 20.60 -14.05
C 21.27 19.38 -13.21
O 21.97 19.52 -11.99
C 23.04 20.27 -12.21
O 24.00 20.42 -11.38
O 22.97 20.78 -13.47
H 21.09 21.50 -14.00
H 21.87 20.29 -15.08
H 21.49 18.39 -13.59
H 20.19 19.34 -13.06
C 18.93 24.33 -17.11
C 18.62 24.07 -15.68
O 18.85 25.26 -15.02
C 18.86 26.28 -16.04
O 18.74 27.49 -15.89
O 18.80 25.71 -17.23
H 18.28 23.91 -17.86
H 19.94 24.00 -17.37
H 19.31 23.33 -15.29
H 17.55 23.91 -15.61
C 12.45 21.91 -22.21
O 13.23 22.99 -21.65
C 13.98 22.75 -20.52
O 13.83 21.74 -19.80
O 14.78 23.74 -20.21
C 15.57 23.81 -19.05
H 12.79 20.88 -22.08
H 12.02 22.10 -23.19
H 11.49 21.91 -21.69
H 16.29 24.63 -19.10
H 16.14 22.94 -18.73
H 14.98 24.12 -18.19
C 15.39 16.26 -17.39
O 14.98 16.35 -18.80
C 14.74 17.55 -19.35
O 14.85 18.62 -18.69
O 14.24 17.46 -20.64
C 13.93 18.46 -21.56
H 14.57 15.95 -16.74
H 15.86 17.14 -16.94
H 16.08 15.41 -17.39
H 13.26 19.18 -21.09
H 13.49 18.08 -22.48
H 14.82 19.05 -21.81
C 20.03 18.20 -8.90
O 19.39 16.94 -9.38
C 18.67 16.94 -10.60
O 18.07 16.01 -11.08
O 18.64 18.12 -11.22
C 17.77 18.48 -12.35
H 20.75 18.52 -9.66
H 20.57 17.90 -8.00
H 19.33 19.01 -8.76
H 17.10 17.64 -12.56
H 18.23 18.45 -13.34
H 17.27 19.42 -12.15
C 17.11 20.58 -20.69
O 17.89 21.26 -21.66
C 18.37 22.51 -21.51
O 18.09 23.26 -20.56
O 19.13 22.89 -22.57
C 20.10 23.96 -22.40
H 17.01 21.23 -19.83
H 17.61 19.71 -20.26
H 16.07 20.46 -21.01
H 20.89 23.56 -21.76
H 19.65 24.77 -21.83
H 20.53 24.26 -23.35
C 12.54 23.19 -10.06
O 13.37 22.43 -10.96
C 14.46 22.95 -11.50
O 14.92 24.13 -11.35
O 14.92 22.00 -12.33
C 16.12 22.29 -13.08
H 11.65 22.58 -9.91
H 12.27 24.17 -10.46
H 12.83 23.24 -9.01
H 16.44 21.43 -13.66
H 17.05 22.50 -12.54
H 16.12 23.11 -13.80
*
```

Output
**HOMO**: -8.01 eV

---

Entry from the OMol25 dataset: 4 unconnected molecules or ions with the total composition C27H46N3O13P (ωB97M-V/def2-TZVPD).

```
! wB97M-V def2-TZVPD RIJCOSX def2/J DEFGRID3
* xyz 0 1
C 3.64 -2.06 5.25
C 3.03 -2.43 4.13
C 2.08 -1.65 3.32
C 2.18 -0.26 3.06
C 3.36 0.55 3.55
O 4.61 -0.07 3.23
N 4.68 -0.27 1.84
O 5.46 -1.10 1.58
C 1.19 0.40 2.29
C 1.20 1.89 2.00
C 1.10 2.71 3.26
O 0.24 2.53 4.05
O 2.03 3.71 3.45
C 0.13 -0.36 1.80
C 0.06 -1.72 2.04
C 1.02 -2.40 2.77
N 0.92 -3.80 2.97
C 1.65 -4.58 1.93
C 2.70 -5.55 2.49
C -1.18 -2.22 1.41
O -1.49 -3.31 1.06
N -2.01 -1.05 1.15
P -3.17 -0.84 2.38
O -2.81 -1.54 3.63
C -1.06 0.04 1.02
O -1.26 1.00 0.34
H 3.47 -1.10 5.70
H 4.33 -2.71 5.76
H 3.19 -3.44 3.79
H 3.36 1.52 3.07
H 3.31 0.69 4.62
H 2.08 2.14 1.40
H 0.33 2.13 1.40
H 2.63 3.43 4.15
H -0.06 -4.03 2.87
H 0.94 -5.14 1.33
H 2.17 -3.87 1.29
H 2.74 -6.43 1.86
H 2.50 -5.82 3.52
H 3.68 -5.09 2.43
H -4.38 -1.31 1.86
H -3.28 0.55 2.55
C -4.27 5.89 -1.60
O -3.17 5.30 -0.92
C -3.48 4.93 0.42
C -3.72 3.45 0.54
O -4.90 3.05 -0.16
C -4.63 2.44 -1.41
H -4.00 5.95 -2.66
H -5.17 5.28 -1.51
H -4.46 6.90 -1.23
H -4.35 5.49 0.79
H -2.62 5.20 1.04
H -3.87 3.20 1.59
H -2.86 2.89 0.18
H -4.20 1.44 -1.27
H -3.95 3.04 -2.01
H -5.58 2.35 -1.93
C 8.55 -6.78 0.65
O 8.16 -6.77 -0.70
C 6.93 -7.44 -0.94
C 5.79 -6.46 -1.10
O 5.52 -5.75 0.10
C 6.02 -4.43 0.13
H 9.39 -6.10 0.76
H 7.75 -6.46 1.31
H 8.88 -7.79 0.95
H 6.70 -8.14 -0.13
H 7.04 -8.01 -1.87
H 4.88 -7.01 -1.37
H 6.01 -5.76 -1.92
H 5.42 -3.78 -0.52
H 7.07 -4.37 -0.18
H 5.94 -4.08 1.15
C -7.99 5.03 -7.19
O -6.73 5.54 -7.60
C -6.22 6.54 -6.73
C -5.16 5.99 -5.81
O -5.70 5.05 -4.88
C -5.43 3.71 -5.24
H -8.20 4.15 -7.80
H -7.99 4.75 -6.14
H -8.78 5.78 -7.37
H -7.02 7.00 -6.15
H -5.77 7.31 -7.36
H -4.74 6.81 -5.22
H -4.35 5.53 -6.38
H -4.38 3.46 -5.07
H -5.69 3.50 -6.28
H -6.04 3.07 -4.59
*
```

Output
**SMILES**: C=Cc1c(CON=O)c(CC(=O)O)c2c(c1NCC)C(=O)N([PH2]=O)C2=O.COCCOC.COCCOC.COCCOC
**HOMO**: -9.13 eV

---

Entry from the OMol25 dataset: a molecular structure, C27H47ClN2O2Si2V in a non-equilibrium geometry (ωB97M-V/def2-TZVPD).

```
! wB97M-V def2-TZVPD RIJCOSX def2/J DEFGRID3
* xyz -1 3
V -0.44 -0.09 -1.44
Cl -0.21 1.26 0.70
N 1.36 -1.07 -1.06
N -2.38 -0.59 -0.89
C 2.35 -0.69 -1.87
C -3.31 -0.13 -1.70
C 1.89 -2.14 -0.21
C 3.40 -1.97 -0.35
C 1.48 -3.49 -0.78
C 1.41 -1.99 1.22
H 1.84 -3.59 -1.81
H 0.39 -3.61 -0.77
H 1.93 -4.28 -0.17
H 1.66 -0.99 1.60
H 1.93 -2.75 1.84
H 0.33 -2.17 1.30
C -3.03 -1.34 0.21
C -4.52 -1.14 -0.09
C -2.67 -0.76 1.56
C -2.67 -2.81 0.13
H -2.96 -3.21 -0.84
H -3.21 -3.34 0.92
H -1.59 -2.96 0.29
H -2.87 0.31 1.58
H -1.62 -0.94 1.81
H -3.29 -1.25 2.33
O -4.56 -0.36 -1.35
H -5.06 -0.55 0.66
H -5.07 -2.07 -0.29
O 3.55 -1.12 -1.57
H 3.96 -2.90 -0.54
H 3.87 -1.43 0.49
C 2.05 0.11 -3.09
C -2.93 0.53 -2.98
C -1.75 -0.23 -3.50
H -2.65 1.57 -2.75
H -3.78 0.55 -3.67
C -0.45 0.23 -3.27
C 0.73 -0.42 -3.59
H -0.40 1.27 -0.72
C 0.61 -1.60 -4.33
C -0.68 -2.06 -4.64
C 1.83 -2.37 -4.71
C -1.85 -1.43 -4.21
H -0.76 -2.97 -5.24
C -3.20 -2.03 -4.46
H -3.15 -2.83 -5.20
H -3.92 -1.28 -4.81
H -3.63 -2.46 -3.54
H 2.63 -1.71 -5.05
H 1.61 -3.08 -5.51
H 2.24 -2.95 -3.87
H 2.87 0.03 -3.81
H 1.97 1.17 -2.78
C -0.75 4.48 2.39
Si -0.52 2.96 3.49
C -0.03 3.47 5.22
C -2.19 2.09 3.55
C 0.80 1.76 2.89
Si 2.58 2.18 2.44
C 3.59 0.95 3.45
C 3.04 1.97 0.61
C 3.05 3.93 2.93
H -0.96 5.35 3.03
H -1.60 4.35 1.71
H 0.14 4.72 1.79
H -0.59 4.36 5.50
H -0.28 2.65 5.91
H 1.05 3.67 5.30
H -2.79 2.26 2.64
H -2.77 2.48 4.40
H -2.08 1.01 3.70
H 0.63 0.70 3.13
H 3.90 0.09 2.85
H 4.49 1.46 3.83
H 2.99 0.60 4.30
H 2.67 1.04 0.15
H 2.69 2.80 -0.01
H 4.14 1.96 0.52
H 2.91 4.63 2.10
H 2.49 4.30 3.80
H 4.12 3.92 3.19
*
```

Output
**HOMO (spin up / spin down)**: -1.30 / -1.04 eV

---

Entry from the OMol25 dataset: a molecular structure, C27H47F4N6OPSSbSn (ωB97M-V/def2-TZVPD).

```
! wB97M-V def2-TZVPD RIJCOSX def2/J DEFGRID3
* xyz 3 1
Sn -0.05 0.07 -0.02
C -3.20 0.41 -1.98
C -3.12 -0.67 -0.91
N -2.66 -0.15 0.39
C -3.58 0.91 0.89
C -2.99 2.32 0.79
C -2.53 -1.23 1.36
C -1.83 -0.76 2.63
N -0.64 0.03 2.35
C 0.09 0.51 3.36
C 1.24 1.30 3.06
F 1.56 1.46 1.77
C 2.02 1.90 4.01
F 3.05 2.63 3.62
C 1.73 1.75 5.37
C 0.63 0.98 5.71
F 0.32 0.80 6.98
C -0.17 0.38 4.76
F -1.20 -0.33 5.19
H -3.45 -0.04 -2.94
H -2.24 0.93 -2.07
H -3.97 1.15 -1.76
H -2.43 -1.46 -1.22
H -4.11 -1.13 -0.80
H -3.81 0.72 1.94
H -4.53 0.86 0.36
H -2.04 2.35 1.32
H -3.68 3.04 1.24
H -2.82 2.61 -0.25
H -1.95 -2.03 0.91
H -3.50 -1.65 1.65
H -1.60 -1.64 3.24
H -2.53 -0.16 3.23
H 2.34 2.22 6.13
C 0.10 6.57 -1.95
N 0.15 5.11 -1.98
C 0.10 4.32 -0.91
S 0.19 2.61 -1.21
N -0.04 4.88 0.28
C -0.08 4.24 1.58
H 0.24 6.94 -2.96
H 0.90 6.97 -1.32
H -0.87 6.92 -1.59
H 0.27 4.66 -2.87
H -0.09 5.89 0.30
H 0.02 3.17 1.44
H -1.02 4.46 2.08
H 0.75 4.59 2.19
C 3.75 1.00 -0.34
P 2.75 -0.49 -0.02
C 3.39 -1.67 -1.25
C 3.45 -1.14 1.54
H 4.80 0.72 -0.38
H 3.61 1.74 0.45
H 3.46 1.45 -1.29
H 4.43 -1.89 -1.00
H 3.36 -1.23 -2.24
H 2.83 -2.60 -1.25
H 4.53 -1.08 1.48
H 3.15 -2.18 1.68
H 3.12 -0.55 2.40
N 0.28 -7.51 1.26
C -0.09 -6.81 0.17
O -0.52 -7.31 -0.85
C 0.04 -5.29 0.22
C -0.28 -4.63 -0.96
C -0.22 -3.25 -1.00
N 0.14 -2.51 0.06
C 0.45 -3.15 1.19
C 0.42 -4.53 1.31
H 0.19 -8.51 1.21
H 0.64 -7.10 2.10
H -0.58 -5.21 -1.83
H -0.47 -2.71 -1.91
H 0.74 -2.53 2.03
H 0.68 -4.97 2.26
C 2.09 -0.72 -4.46
Sb 0.24 -0.36 -3.44
C -0.95 -1.89 -4.37
C -0.46 1.36 -4.51
H 1.86 -0.66 -5.52
H 2.46 -1.72 -4.22
H 2.83 0.03 -4.20
H -1.08 -1.58 -5.41
H -1.92 -2.00 -3.89
H -0.41 -2.83 -4.34
H -0.43 1.10 -5.57
H 0.20 2.20 -4.31
H -1.48 1.60 -4.22
*
```

Output
**HOMO (spin up / spin down)**: -16.29 / -15.54 eV

---

Entry from the OMol25 dataset: a molecular structure, C27H48ClOPV in a non-equilibrium geometry (ωB97M-V/def2-TZVPD).

```
! wB97M-V def2-TZVPD RIJCOSX def2/J DEFGRID3
* xyz 0 2
V -0.53 0.10 2.24
Cl -2.68 0.66 1.86
P -0.13 0.27 -0.32
C -0.76 1.32 4.07
H 0.01 2.08 4.17
H -1.74 1.67 4.43
C 1.28 -0.63 -1.24
C -0.06 2.08 -0.86
C 2.66 -0.02 -0.94
H 1.25 -1.62 -0.75
C 3.80 -0.92 -1.44
H 2.74 0.96 -1.43
H 2.78 0.17 0.14
C 3.65 -1.31 -2.92
H 4.76 -0.42 -1.27
H 3.80 -1.83 -0.84
C 2.25 -1.82 -3.25
H 3.87 -0.43 -3.54
H 4.39 -2.08 -3.18
C 1.15 -0.87 -2.75
H 2.14 -1.98 -4.33
H 2.10 -2.79 -2.77
H 1.22 0.09 -3.29
H 0.17 -1.29 -3.00
C -1.69 -0.36 -1.22
C 0.41 2.40 -2.28
H -1.13 2.35 -0.77
C 0.11 3.87 -2.59
H 1.50 2.22 -2.37
H -0.07 1.76 -3.03
C 0.79 4.83 -1.60
H 0.41 4.10 -3.62
H -0.97 4.02 -2.53
C 0.49 4.44 -0.15
H 1.87 4.81 -1.77
H 0.45 5.85 -1.78
C 0.73 2.95 0.12
H 1.11 5.03 0.54
H -0.56 4.67 0.08
H 1.80 2.72 0.02
H 0.46 2.72 1.16
C -1.77 -1.89 -1.28
H -2.46 -0.01 -0.50
C -3.16 -2.35 -1.74
H -1.02 -2.29 -1.97
H -1.54 -2.32 -0.29
C -3.61 -1.68 -3.05
H -3.16 -3.44 -1.86
H -3.89 -2.10 -0.96
C -3.45 -0.16 -3.03
H -3.02 -2.09 -3.89
H -4.66 -1.93 -3.25
C -2.05 0.28 -2.57
H -3.65 0.26 -4.03
H -4.19 0.27 -2.34
H -1.32 0.00 -3.35
H -2.03 1.37 -2.50
C 0.01 -1.64 1.93
C -0.47 -0.09 4.33
H 0.34 -1.97 0.93
C -1.63 -0.84 4.98
H 0.53 -0.39 4.69
C -1.42 -2.36 4.99
H -1.73 -0.51 6.03
H -2.58 -0.55 4.50
C -1.39 -2.96 3.57
H -0.49 -2.59 5.54
H -2.24 -2.84 5.55
C 0.01 -2.76 2.92
H -1.60 -4.04 3.62
H -2.17 -2.52 2.92
H 0.79 -2.61 3.69
H 0.32 -3.71 2.44
C 2.65 -0.30 2.89
C 1.54 0.68 2.65
O 1.78 1.89 2.57
H 3.56 0.08 2.38
H 2.42 -1.31 2.53
H 2.90 -0.38 3.97
*
```

Output
**HOMO (spin up / spin down)**: -7.75 / -7.69 eV

---

Q: What is the formula in the first record?
A: C27H46ClO31